Density functional theory data (ωB97M-V/def2-TZVPD) for a cluster of 9 separate species, C54H135N9O18 in total in a non-equilibrium geometry.

Each line ends with the Mulliken spin population.
Element x y z (Å)
H: -0.85 5.32 -6.43  0.000
H: 1.04 1.10 3.24  0.000
C: 0.41 -0.08 -0.44  0.000
H: -4.32 1.35 -4.58  0.003
O: -0.36 -1.69 5.68  0.000
H: -1.77 3.11 8.41  0.000
H: -0.27 2.81 3.96  0.000
H: 0.28 -6.45 -3.33  0.000
H: 0.12 -7.40 -1.83  0.000
H: -2.11 -3.36 8.02  0.000
H: 3.39 -8.99 -5.32  0.000
N: -5.83 2.55 0.34  0.027
H: 6.17 -0.09 -1.52  0.000
C: -0.78 -1.97 10.13  0.000
C: 1.92 -6.64 -11.07  0.000
H: 6.38 7.41 5.88  0.000
H: -0.51 1.87 6.24  0.000
C: -3.80 4.43 9.89  0.000
H: -2.47 5.14 -4.80  -0.002
N: -4.93 4.17 -3.73  0.747
C: 4.39 2.59 2.57  0.000
C: -1.59 -2.44 7.74  0.000
H: -3.73 1.94 9.61  0.000
C: -6.32 3.73 -3.43  -0.004
O: 3.65 0.65 -2.32  0.000
O: -5.93 1.37 -3.17  0.030
H: 1.91 1.12 10.25  0.000
H: 1.68 -0.55 9.91  0.000
H: -2.53 5.10 2.23  0.000
C: 0.59 -5.71 -12.75  0.000
H: -10.11 3.80 -1.08  0.000
C: -7.36 4.31 0.83  0.002
C: -0.43 -3.02 -6.19  0.000
H: -1.98 2.13 3.97  0.000
H: -3.05 3.55 6.32  0.000
H: 2.18 4.14 3.21  0.000
C: -4.87 0.70 -3.90  0.000
O: -1.51 -1.24 -4.10  0.000
H: 0.03 -1.41 8.42  0.000
H: 5.01 -0.67 -3.39  0.000
H: -1.27 2.91 -1.80  0.001
H: -1.22 4.54 -7.97  0.000
C: 8.11 6.72 4.01  0.000
C: -5.88 3.92 0.75  -0.003
C: -4.52 1.86 0.29  -0.001
H: 6.39 1.21 -0.29  0.000
H: 4.60 1.52 2.70  0.000
H: -0.98 3.54 -6.62  0.000
C: -1.04 -2.74 6.27  0.000
H: 3.57 5.05 2.87  0.000
C: 0.56 -1.42 -2.56  0.000
H: 0.92 -6.57 -13.33  0.000
H: 4.42 -12.33 -4.10  0.000
C: 3.16 4.39 3.63  0.000
H: 1.24 0.19 11.51  0.000
H: -2.73 4.66 9.80  0.000
C: 4.60 -11.39 -4.61  0.000
H: 3.61 2.51 1.81  0.000
H: -4.15 5.46 9.82  0.000
H: -6.41 3.65 -2.34  0.009
H: -1.57 -2.66 10.43  0.000
H: 8.65 5.82 3.71  0.000
H: 1.29 -2.14 -2.20  0.000
H: 0.12 -2.09 10.74  0.000
H: -3.94 3.97 10.87  0.000
H: -3.93 1.68 1.19  0.002
H: 6.22 8.39 4.49  0.000
O: 0.42 1.42 1.44  0.000
H: 1.09 -5.13 -9.40  0.000
O: 1.51 -5.44 -11.66  0.000
H: 5.92 -0.99 0.58  0.000
C: -9.52 4.04 -0.20  0.000
H: 8.34 7.49 3.27  0.000
H: -2.99 1.23 -1.09  0.000
C: 4.11 -0.06 -3.47  0.000
C: -3.75 2.31 8.59  0.000
H: -4.87 5.38 -5.40  0.036
C: 3.99 -7.89 -3.55  0.000
C: 0.79 1.26 0.12  0.000
O: 0.57 -3.34 -7.13  0.000
H: 3.78 7.81 5.10  0.000
H: 0.31 2.09 -0.41  0.000
H: 3.21 -5.50 -7.38  0.000
H: 4.59 -6.99 -3.73  0.000
H: -6.27 2.29 -0.54  0.000
H: -5.49 4.05 1.76  0.001
O: -2.86 3.23 -0.60  -0.005
O: 0.29 -5.41 -1.49  0.000
C: 4.60 1.31 -1.47  0.000
H: -0.74 0.06 4.59  0.000
C: -1.51 0.16 -4.20  0.003
H: -4.19 2.31 -1.81  0.022
H: 1.07 -7.30 -10.88  0.000
H: 3.39 -3.27 -0.09  0.000
C: -1.05 -5.09 -1.21  0.000
H: 4.28 7.10 3.62  0.000
H: -1.14 -4.08 -0.80  0.000
O: 4.14 -10.31 -3.83  0.000
C: 4.14 -9.06 -4.53  0.000
H: -0.98 -2.14 -6.51  0.000
H: 0.91 -1.30 -3.58  0.000
H: 3.26 -3.25 3.19  0.000
H: 4.92 5.23 5.28  0.000
H: 2.10 -8.51 -3.29  0.000
C: 5.69 0.51 -0.75  0.000
C: 1.22 0.29 10.43  0.000
C: -1.03 -0.50 10.51  0.000
H: -1.94 -0.23 5.71  0.000
H: 2.55 -7.22 -11.73  0.000
H: -6.62 2.09 -5.02  -0.004
H: 3.40 -0.82 -3.80  0.000
H: 0.11 -2.75 -5.28  0.000
H: -6.96 4.47 -3.91  0.013
H: -7.82 3.88 1.72  0.000
C: -3.63 2.09 -0.90  -0.018
O: 6.74 6.42 4.11  0.000
H: -1.30 4.44 -1.08  0.000
H: 4.22 0.61 -4.32  0.000
N: -0.45 -2.25 8.70  0.000
N: 1.66 -5.67 -8.77  0.000
H: -2.01 -0.24 10.11  0.000
H: -1.07 -2.75 -3.05  0.000
H: 3.39 -5.57 -10.03  0.000
O: -2.83 4.49 -6.67  0.003
H: 2.90 -4.15 -8.24  0.000
H: -5.21 4.45 0.07  0.002
H: -0.49 0.49 -4.08  0.000
C: 2.67 -6.31 -9.68  0.000
H: 1.69 0.25 -2.06  0.000
H: -9.87 3.36 0.58  0.000
H: -1.22 -0.38 11.58  0.000
H: 5.32 3.05 2.23  0.000
H: 4.12 1.86 -0.66  0.000
H: -2.53 3.52 -4.89  -0.004
H: -4.16 0.19 -3.24  -0.001
H: 2.55 -7.28 -1.42  0.000
O: -0.11 0.50 9.94  0.000
N: 2.57 -7.62 -3.36  0.000
O: -4.28 3.62 8.81  0.000
H: -9.80 5.07 0.01  0.000
O: -1.82 4.11 4.02  0.000
C: 2.12 -6.73 -2.26  0.000
H: 0.38 -4.77 -13.25  0.000
H: 4.77 -2.85 0.89  0.000
H: -0.59 -0.36 -0.11  0.000
H: 4.09 -11.30 -5.57  0.000
H: 3.34 -0.92 -0.79  0.000
C: 2.34 -4.94 -7.74  0.000
O: -8.12 3.99 -0.33  0.001
C: -2.41 2.38 7.92  0.000
H: 1.63 -2.53 2.97  0.000
H: 2.16 5.76 4.94  0.000
H: 3.05 -7.25 -9.30  0.000
H: 2.57 -5.75 -2.42  0.000
C: 4.24 -1.40 -0.40  0.000
H: 4.85 -1.90 -1.14  0.000
H: -1.63 -5.11 -2.13  0.000
C: -1.28 2.85 4.38  0.000
H: 2.09 -3.78 -5.91  0.000
H: 5.17 2.06 -2.02  0.000
H: -1.51 -5.80 -0.52  0.000
H: 5.13 -8.90 -4.96  0.000
H: 4.43 -8.22 -2.61  0.000
N: 4.08 5.77 5.43  0.000
H: -7.52 5.35 1.09  0.000
H: -1.89 0.39 -5.20  0.000
N: 5.12 -0.46 0.26  0.000
C: -4.56 4.37 -5.12  0.022
C: -6.69 2.30 -3.95  0.104
H: -0.94 4.28 2.13  0.000
H: -4.81 0.85 0.02  0.001
C: -1.14 2.70 5.91  0.000
H: -0.32 -3.56 6.24  0.000
H: -2.09 1.34 8.02  0.000
C: -1.93 4.26 2.58  0.000
C: 2.99 5.05 4.92  0.000
C: -1.27 -0.77 5.04  0.000
C: 1.18 0.56 2.30  0.000
H: -0.67 3.60 6.30  0.000
C: -1.96 3.71 -1.54  -0.009
H: 2.69 4.28 5.63  0.000
H: -1.59 -1.44 -2.01  0.000
C: 1.50 -4.30 -6.66  0.000
C: 0.64 -6.58 -2.31  0.000
C: 2.50 -2.95 2.47  0.000
H: -2.55 4.01 -2.41  -0.001
H: 2.24 0.54 2.05  0.000
H: 2.13 -3.73 1.81  0.000
C: 3.81 -2.49 0.54  0.000
H: -4.26 3.61 -3.23  -0.019
H: 5.67 -11.22 -4.74  0.000
H: -5.22 -0.13 -4.51  0.003
C: 5.98 7.39 4.86  0.000
H: -2.38 3.37 2.14  0.000
C: -3.04 4.38 -5.33  0.005
H: 1.01 -5.12 -6.14  0.000
N: 0.74 -0.05 -1.90  0.000
H: 1.04 -0.84 0.02  0.000
H: 0.76 -0.44 2.39  0.000
N: -2.48 2.73 6.48  0.000
H: 1.84 1.50 0.00  0.000
C: -1.40 4.51 -6.90  -0.001
H: -2.05 0.57 -3.35  -0.003
H: -5.02 3.59 -5.73  0.034
H: 8.46 7.10 4.97  0.000
C: 4.44 7.04 4.70  0.000
H: -2.28 -1.60 7.67  0.000
C: -0.92 -1.70 -2.83  0.000
O: 3.92 3.24 3.74  0.000
O: 2.96 -1.98 1.50  0.000
H: -1.89 -1.28 4.30  0.000
H: -0.35 -6.01 -12.28  0.000
H: -1.75 -3.13 5.55  0.000
H: -4.42 1.69 7.99  0.000
H: -7.75 2.07 -3.88  0.002
H: -0.95 -3.97 -6.05  0.000

Summary:
Orbital gap (alpha / beta): 7.6 / 2.2 eV
Multiplicity: 2
Relative energy (zero: lowest compared OMol25 entry of this formula, charge and spin): 89.1 kcal/mol
Net charge: +1
M: 1198.72 g mol⁻¹
HOMO level (alpha / beta): -9.53 / -9.53 eV
<S²>: 0.76

=====

Density functional theory data (ωB97M-V/def2-TZVPD) for a cluster of 10 separate species, C54H138N10O17 in total in a non-equilibrium geometry.

Each line ends with the Löwdin charge.
Element x y z (Å)
H: 3.80 -4.91 -1.02  0.139
H: -1.53 -1.67 -1.76  0.132
H: -3.51 3.43 -1.04  0.122
H: -1.19 2.95 -5.37  0.085
H: -2.03 2.63 11.50  0.128
N: 0.35 -1.58 0.31  -0.031
N: 1.89 0.66 4.39  0.100
O: -0.22 2.08 10.71  -0.173
O: -0.12 3.53 5.35  -0.236
H: -1.07 -6.05 0.52  0.060
H: -0.08 -0.89 2.30  0.091
H: -2.33 -6.35 -0.68  0.068
C: -2.15 -5.99 0.32  -0.057
C: -4.21 1.60 -9.38  -0.233
N: -3.38 0.98 -8.36  -0.057
O: -3.50 2.92 -3.08  -0.205
H: 2.99 -4.39 2.38  0.078
H: 2.20 0.79 -2.44  0.068
O: 1.41 -5.05 5.18  -0.214
O: 2.60 -2.58 1.33  -0.235
H: 3.40 -4.74 5.52  0.108
H: 1.64 2.67 10.89  0.095
H: -5.44 3.07 -8.33  0.129
C: 0.75 3.03 10.36  -0.112
H: 1.54 -3.65 -8.76  0.133
C: -2.29 1.51 9.80  -0.252
H: 0.54 -6.58 3.26  0.071
H: -0.86 -6.42 5.42  0.137
C: 3.82 1.83 5.43  -0.217
H: -3.55 0.30 7.96  0.119
C: -0.14 -0.52 -0.53  -0.204
C: -0.41 -6.04 3.23  -0.044
H: -3.71 -4.26 -3.90  0.054
C: 0.27 -2.04 -3.85  -0.088
O: -0.70 2.15 -7.22  -0.226
C: -0.89 2.77 3.29  -0.192
H: -3.19 5.72 -8.34  0.085
H: 1.16 1.81 -6.39  0.131
N: -2.23 -5.06 4.66  0.038
H: 3.68 4.75 3.38  0.086
H: 5.37 -3.97 -2.41  0.084
H: 1.13 -2.07 -0.13  0.090
C: 1.37 -5.13 -2.00  -0.117
C: 5.36 0.02 -0.45  -0.225
H: 1.80 2.48 5.54  0.096
H: 1.52 4.62 0.47  0.106
H: -1.61 3.94 -6.77  0.096
H: -2.61 -6.63 1.10  0.085
H: 1.04 -2.86 -7.20  0.102
N: -1.79 1.23 8.49  -0.058
C: 3.60 -3.07 -7.60  -0.103
H: -3.40 -2.21 -4.56  0.080
H: -3.34 1.76 9.72  0.126
H: 3.36 0.67 1.05  0.056
H: 1.63 3.78 3.44  0.124
H: -1.71 4.56 4.39  0.138
H: -5.56 3.08 -3.05  0.077
H: 3.44 6.29 2.58  0.079
H: -3.69 -4.80 2.14  0.056
H: 3.98 2.16 4.43  0.101
C: -4.79 2.34 -3.02  -0.096
H: -1.07 -0.48 6.39  0.091
H: 2.43 -3.32 5.76  0.057
H: 0.51 4.06 10.57  0.083
C: -3.37 -0.14 -6.23  -0.212
O: 0.42 -1.71 -2.50  -0.191
C: 0.71 -1.11 1.63  -0.217
H: -0.43 -2.48 -9.25  0.115
C: 0.24 1.19 -6.65  -0.201
H: 0.19 3.81 -6.27  0.100
H: -4.37 5.54 -9.72  0.102
H: -4.79 -5.38 -3.23  0.108
H: 4.91 5.42 2.22  0.103
H: 4.40 0.97 5.63  0.118
H: -4.27 1.78 -6.61  0.141
H: -5.13 0.38 -7.39  0.146
H: -5.18 1.04 -9.51  0.136
H: 0.05 -3.58 4.68  0.101
H: -4.58 -3.53 -0.34  0.133
C: 0.37 -1.81 -8.94  -0.171
H: 2.37 -4.62 6.96  0.072
H: 2.28 1.35 7.81  0.081
H: 4.24 -3.84 1.36  0.066
C: 4.63 -3.27 -2.24  -0.142
C: 1.34 3.65 2.36  -0.199
H: -2.46 0.34 -5.79  0.115
C: -1.28 3.54 4.54  -0.225
C: 3.49 -3.51 2.04  -0.069
H: 6.33 0.23 -0.93  0.132
C: 3.39 -4.01 -1.60  -0.214
H: -0.82 -0.18 -2.45  0.094
H: 3.33 -3.13 -6.50  0.099
O: 4.16 2.76 6.38  -0.183
H: 1.01 -2.74 -4.14  0.076
H: 1.59 -0.31 -7.35  0.103
C: 1.53 3.49 -2.58  -0.195
H: -2.23 0.63 10.47  0.130
C: 1.89 0.89 6.88  -0.040
C: -4.29 -4.37 -3.01  -0.134
H: 5.54 3.80 5.16  0.072
H: 1.71 3.12 -1.56  0.117
H: -1.26 -6.64 2.88  0.047
C: -2.02 -0.04 6.37  -0.199
H: -0.40 3.42 1.38  0.105
H: 0.82 0.98 6.99  0.032
H: -1.96 0.89 5.88  0.086
O: -2.93 -0.90 5.69  -0.177
O: -3.57 3.87 -8.95  -0.187
H: 4.26 -0.65 -2.19  0.127
H: 4.29 -2.81 -3.16  0.109
H: -2.04 2.93 5.05  0.102
H: 3.07 1.96 -3.51  0.100
H: 5.12 4.48 6.77  0.124
C: 4.51 -1.03 -1.16  -0.223
H: -0.79 1.11 8.44  0.087
H: 1.11 0.81 -8.55  0.129
H: -5.04 -3.54 -3.01  0.093
H: 0.95 -3.17 2.34  0.100
H: -2.56 1.62 -8.22  0.103
H: -1.86 2.55 2.71  0.142
C: -4.01 5.12 -8.73  -0.176
H: 0.66 0.23 -0.76  0.118
H: -3.39 -3.33 1.78  0.082
H: 2.20 -0.26 4.64  0.051
C: 0.40 4.45 -2.65  -0.205
H: 0.24 4.84 -3.63  0.096
H: -4.92 5.18 -8.05  0.103
C: -2.01 4.67 -2.20  -0.208
H: 3.45 2.42 0.66  0.043
C: -3.89 -4.39 -0.56  -0.186
H: 2.48 3.95 -2.89  0.127
H: -3.32 -1.58 3.86  0.069
H: -0.41 1.84 3.52  0.082
H: 0.85 -4.49 -1.26  0.077
H: 1.91 -1.89 3.23  0.095
H: 0.65 5.32 -2.00  0.128
H: -4.15 4.60 -2.06  0.114
C: 2.42 -4.37 5.93  -0.083
H: -2.37 -4.53 3.80  0.020
O: 4.74 1.28 -0.38  -0.179
C: 1.86 4.77 1.48  -0.213
C: 3.83 5.30 2.43  -0.149
H: -0.07 -4.34 6.32  0.139
H: 3.97 -2.96 2.80  0.070
C: -3.31 3.89 -2.04  -0.246
H: -0.58 5.10 6.68  0.081
H: -0.25 0.67 -5.73  0.135
H: -3.65 1.59 -10.33  0.124
C: 3.93 1.50 0.75  -0.103
H: -4.81 1.89 -2.02  0.089
H: -1.00 0.00 -0.01  0.142
H: 4.57 1.63 1.64  0.093
C: 1.50 -2.24 2.28  -0.160
N: -0.13 3.63 2.36  -0.055
H: 0.96 3.02 9.29  0.061
H: -0.72 -2.50 -3.98  0.093
N: -2.97 -4.26 1.77  0.046
H: -1.00 -0.35 -8.57  0.098
C: 0.75 0.26 -7.69  -0.234
C: 2.30 1.53 5.53  -0.367
H: 2.00 0.73 -4.26  0.072
C: -1.54 2.52 10.52  -0.259
C: -0.62 -1.02 -1.86  -0.225
H: 2.20 -0.21 6.98  0.101
H: -0.78 3.39 7.25  0.079
C: -2.48 0.13 7.85  -0.179
H: -0.99 2.96 -2.56  0.060
C: 1.41 -2.68 -8.17  -0.241
C: -0.80 3.26 -6.37  -0.131
C: -2.70 -4.56 0.37  -0.417
O: -3.43 -4.28 -1.91  -0.220
C: 2.14 1.35 -3.38  -0.105
H: 0.88 -1.47 -9.83  0.107
N: 5.10 -2.35 -1.16  -0.056
H: 5.53 -0.24 0.60  0.122
H: -2.17 -0.33 3.86  0.052
H: -4.12 -1.28 -3.27  0.091
O: -4.20 -0.41 -5.09  -0.209
C: 5.33 3.50 6.18  -0.116
O: 2.69 -2.12 -8.13  -0.221
O: 3.25 4.72 1.34  -0.185
C: -2.45 -1.21 4.35  -0.069
H: -0.33 -5.12 2.49  0.095
O: 1.13 2.33 -3.40  -0.221
N: -0.83 3.81 -2.11  -0.047
C: -0.18 4.10 6.66  -0.081
H: 1.70 -6.04 -1.46  0.087
H: 2.32 1.01 3.62  0.002
H: -2.36 -4.41 5.42  0.059
H: 6.20 2.95 6.51  0.077
H: -4.57 -5.27 -0.66  0.133
H: -2.00 5.40 -1.29  0.147
H: 0.66 -5.45 -2.81  0.104
C: 0.12 -4.54 5.22  -0.248
H: -2.56 -0.73 -3.86  0.063
C: -0.89 -5.58 4.70  -0.407
N: -0.20 -0.75 -8.08  -0.053
H: 4.64 -2.74 -7.70  0.093
H: -5.23 3.33 -10.06  0.140
H: 0.79 4.27 7.05  0.070
H: -1.60 -1.92 4.32  0.080
H: 1.39 -0.22 1.69  0.105
H: -2.05 5.12 -3.23  0.128
H: -1.89 -3.91 0.01  0.134
H: -2.30 -0.85 8.36  0.128
H: -3.07 -1.12 -6.76  0.149
H: -1.53 3.54 10.01  0.143
C: -4.66 2.97 -9.14  -0.264
H: 0.28 -1.17 -4.44  0.051
H: 3.41 -4.04 -8.09  0.082
H: 1.56 5.76 1.85  0.129
H: 3.51 -1.01 -0.65  0.112
C: -4.09 0.78 -7.14  -0.245
H: 6.11 -2.24 -1.17  0.103
H: 1.72 2.73 1.96  0.091
C: -3.50 -1.18 -4.17  -0.130
O: 2.52 -4.54 -2.57  -0.211
H: -4.96 1.55 -3.76  0.074
H: 2.89 -3.31 -0.91  0.090

Summary:
Orbital gap: 9.1 eV
SMILES: COC[C@H](C)N.COC[C@H](C)N.COC[C@H](C)N.COCCNCCOC.COCCNCCOC.COCCNCCOC.COCCNCCOC.COCCNCCOC.COCCNCCOC.COCCNCCOC
Relative energy (zero: lowest compared OMol25 entry of this formula, charge and spin): 38.7 kcal/mol
M: 1199.75 g mol⁻¹
HOMO level: -8.57 eV